(1)
Here is one molecule with the formula C4H6ClN3O in a non-equilibrium geometry from the OMol25 dataset. Energies are from ωB97M-V/def2-TZVPD.

Structure (XYZ):
```
15
Properties=species:S:1:pos:R:3:forces:R:3:mulliken_charge:R:1
C -1.658 0.641 0.098 2.43 -0.64 -5.65 0.009
C -0.711 0.239 0.985 -1.51 -0.02 0.73 0.639
C -0.787 0.358 -1.409 -3.13 0.68 8.41 0.156
C 1.682 -0.200 -1.624 -1.39 -0.76 1.36 -0.787
N 0.410 -0.176 0.444 1.82 -0.35 0.09 -1.030
N 0.348 -0.028 -0.860 2.57 -1.24 -1.66 0.681
N -0.953 0.185 2.375 0.77 -0.38 0.47 -0.600
O -2.936 1.066 0.247 0.15 -0.13 1.38 -0.552
Cl -1.087 0.940 -2.876 -0.35 0.74 -2.66 -0.188
H 2.323 -1.022 -1.177 -1.12 1.12 -0.21 0.258
H 1.442 -0.472 -2.653 0.14 0.39 0.09 0.298
H 2.129 0.775 -1.481 0.52 -0.02 -0.49 0.316
H -1.322 1.087 2.682 0.69 -0.56 0.46 0.214
H -0.166 -0.237 2.945 -1.40 1.17 -1.03 0.254
H -3.103 0.980 1.224 -0.19 -0.01 -1.30 0.334
```
Forces are in eV/Å.

As for the energy above the lowest of the compared OMol25 structures with the same formula, charge and spin: 2.953 eV. The calculation puts the HOMO-LUMO gap at 8.09 eV. The max |F| is 0.1749 hartree/bohr. The LUMO energy is 0.73 eV. The SMILES is Cn1nc(N)c(O)c1Cl.

***

(2)
Here is one molecule with the formula C5H7NO in a non-equilibrium geometry from the OMol25 dataset. Energies are from ωB97M-V/def2-TZVPD.

Structure (XYZ):
```
14
Properties=species:S:1:pos:R:3:forces:R:3:mulliken_charge:R:1
C -0.325 1.496 0.505 0.53 1.26 -0.19 -0.774
C -1.152 -1.276 -0.640 -0.27 0.06 0.35 -1.166
C 0.197 -0.882 -0.126 1.29 0.33 -1.15 0.637
C 0.602 0.579 -0.359 -1.32 -1.27 0.34 -0.184
N 0.978 -1.773 0.293 0.05 -0.76 0.58 -0.735
C 1.134 1.392 0.716 -0.24 0.08 0.67 0.529
O 2.060 1.704 1.398 0.16 -0.02 -0.18 -0.505
H 1.907 -1.462 0.567 -0.08 0.38 -0.09 0.257
H -0.968 1.096 1.276 -0.03 -0.47 -0.10 0.283
H -0.717 2.395 0.050 0.02 0.15 -0.03 0.301
H 0.769 0.850 -1.394 -0.08 0.09 -0.02 0.386
H -1.934 -0.781 -0.067 -0.13 0.11 -0.07 0.309
H -1.265 -0.990 -1.684 0.00 0.07 -0.08 0.312
H -1.287 -2.348 -0.535 0.10 -0.03 -0.04 0.350
```
Forces are in eV/Å.

As for the energy above the lowest of the compared OMol25 structures with the same formula, charge and spin: 2.373 eV. The calculation puts the HOMO-LUMO gap at 10.19 eV. The max |F| is 0.0363 hartree/bohr. The LUMO energy is 0.67 eV. The SMILES is [H]/N=C(/C)[C@H]1CC1=O.

***

(3)
Here is C38H42AsIrN4P2SSe2 as an isolated structure from the OMol25 dataset. Energies are from ωB97M-V/def2-TZVPD.

Structure (XYZ):
```
91
Properties=species:S:1:pos:R:3:forces:R:3:lowdin_spin:R:1
Ir -0.401 2.273 -0.375 0.13 -0.06 -0.32 0.000
Se 1.141 -3.726 -2.899 0.02 -0.01 0.04 0.772
P 1.894 -3.182 -0.909 0.00 -0.01 -0.06 0.048
C 1.183 -4.144 0.418 0.05 0.02 -0.02 -0.001
C 0.172 -5.071 0.192 0.00 -0.01 -0.05 0.001
C -0.322 -5.815 1.255 -0.01 0.00 0.01 0.000
C 0.207 -5.644 2.525 0.01 0.00 0.01 0.000
C 1.222 -4.718 2.750 -0.01 -0.01 -0.01 0.000
C 1.709 -3.959 1.702 0.00 0.02 0.01 -0.001
C 3.647 -3.455 -1.065 -0.04 0.00 0.00 0.041
C 4.235 -4.535 -0.402 -0.02 -0.04 0.01 0.010
C 5.579 -4.798 -0.598 0.01 0.02 -0.02 0.002
C 6.324 -4.004 -1.460 -0.01 -0.01 0.01 0.016
C 5.733 -2.942 -2.135 -0.01 -0.01 0.01 -0.001
C 4.392 -2.665 -1.949 -0.01 0.05 0.00 0.020
C 1.524 -1.449 -0.629 -0.06 -0.07 -0.02 0.005
C 0.316 -0.765 -0.539 -0.14 0.09 -0.11 0.002
N 0.662 0.543 -0.474 0.31 0.02 0.61 0.000
N 1.984 0.649 -0.489 -0.05 0.16 -0.03 0.001
N 2.514 -0.533 -0.590 0.11 -0.10 -0.03 0.001
P -1.428 -1.115 -0.593 0.23 -0.15 0.08 0.002
Se -2.270 0.945 -0.864 -0.35 0.06 -0.10 0.000
C -1.993 -1.845 0.933 -0.06 0.08 -0.04 0.000
C -3.361 -2.101 1.075 -0.03 0.02 0.01 0.000
C -3.838 -2.615 2.267 0.01 0.00 -0.01 0.000
C -2.958 -2.861 3.317 -0.01 0.00 0.00 0.000
C -1.605 -2.590 3.179 -0.01 -0.01 0.01 0.000
C -1.115 -2.077 1.988 0.06 -0.01 -0.02 0.000
C -1.829 -2.165 -1.985 0.00 0.06 0.02 0.028
C -2.394 -3.426 -1.794 -0.03 -0.05 0.03 0.006
C -2.688 -4.216 -2.896 0.00 0.00 0.01 0.001
C -2.416 -3.755 -4.176 -0.01 0.00 0.00 0.002
C -1.844 -2.501 -4.367 0.00 0.00 0.00 0.012
C -1.553 -1.702 -3.276 0.00 0.05 -0.02 0.028
H -0.211 -5.231 -0.808 0.02 0.00 0.00 0.001
H -1.101 -6.545 1.085 0.00 -0.01 0.00 0.000
H -0.162 -6.245 3.345 -0.01 0.00 0.01 0.000
H 1.641 -4.601 3.740 0.01 0.00 0.01 0.000
H 2.504 -3.242 1.876 0.01 0.00 -0.01 0.000
H 3.654 -5.168 0.255 0.00 0.01 0.01 0.000
H 6.044 -5.627 -0.084 0.00 -0.01 0.00 0.000
H 7.373 -4.219 -1.615 0.01 0.00 0.01 0.001
H 6.319 -2.333 -2.809 0.00 0.00 0.00 0.000
H 3.932 -1.838 -2.471 0.00 0.00 0.00 0.000
H -4.053 -1.894 0.267 0.00 -0.01 -0.01 0.000
H -4.893 -2.820 2.382 -0.01 0.00 0.00 0.000
H -3.336 -3.260 4.249 0.00 -0.01 0.01 0.000
H -0.926 -2.778 4.000 0.00 0.00 0.00 0.000
H -0.060 -1.856 1.888 -0.02 0.01 -0.01 0.000
H -2.602 -3.793 -0.798 0.00 0.01 0.00 0.000
H -3.134 -5.190 -2.753 -0.01 -0.01 0.00 0.000
H -2.654 -4.373 -5.031 0.00 -0.01 -0.01 0.000
H -1.633 -2.149 -5.368 0.00 0.01 -0.01 0.000
H -1.117 -0.721 -3.424 0.00 0.00 0.00 0.000
C 1.040 7.102 2.001 0.00 -0.02 0.00 0.000
N 0.453 5.839 2.537 0.06 -0.02 0.04 0.000
C -1.039 5.868 2.497 0.01 0.00 -0.01 0.000
C 1.072 4.631 1.851 0.07 0.02 -0.03 0.000
C 0.469 3.352 2.365 0.10 -0.04 -0.01 0.000
C 0.723 3.115 3.724 -0.05 0.05 0.01 0.000
C 0.171 2.058 4.412 -0.02 -0.01 -0.04 0.000
C -0.655 1.185 3.716 0.02 0.01 0.07 0.000
C -0.860 1.359 2.362 -0.08 0.10 -0.26 0.000
C -0.298 2.426 1.638 0.08 -0.19 0.08 0.000
H 0.631 7.944 2.551 0.02 0.01 0.00 0.000
H 0.775 7.176 0.949 0.00 0.02 0.00 0.000
H 2.120 7.067 2.116 0.00 0.01 -0.02 0.000
H 0.718 5.768 3.521 -0.03 0.03 0.00 0.000
H -1.357 5.849 1.458 -0.01 0.03 0.02 0.000
H -1.372 6.785 2.976 -0.02 -0.01 0.02 0.000
H -1.422 5.001 3.027 -0.02 0.00 -0.03 0.000
H 2.132 4.686 2.105 0.00 -0.04 -0.06 0.000
H 0.973 4.797 0.783 -0.10 -0.03 -0.01 0.000
H 1.388 3.789 4.257 0.02 0.00 0.01 0.000
H 0.379 1.915 5.463 0.00 0.00 0.01 0.000
H -1.124 0.351 4.221 -0.01 0.00 0.00 0.000
H -1.494 0.648 1.854 0.03 0.02 0.02 0.000
C -3.051 3.658 -3.453 0.03 0.03 0.07 0.000
As -1.452 4.574 -2.917 0.08 0.15 -0.02 0.000
C 0.038 3.884 -3.917 -0.04 0.00 0.08 0.000
C -1.667 6.442 -3.299 0.01 -0.08 -0.04 0.000
S -1.080 4.470 -0.771 -0.21 -0.10 0.09 0.000
H -3.176 3.787 -4.528 0.01 0.02 0.00 0.000
H -3.899 4.095 -2.928 0.01 -0.02 0.01 0.000
H -2.965 2.600 -3.215 -0.01 0.00 -0.01 0.000
H -0.186 3.938 -4.981 -0.02 0.01 0.00 0.000
H 0.218 2.848 -3.629 -0.01 0.01 -0.02 0.000
H 0.918 4.483 -3.689 -0.01 0.00 0.00 0.000
H -1.852 6.564 -4.365 0.00 0.00 0.00 0.000
H -0.758 6.970 -3.019 -0.01 -0.01 0.00 0.000
H -2.514 6.821 -2.731 0.01 -0.01 0.00 0.000
```
Forces are in eV/Å.

As for the energy above the lowest of the compared OMol25 structures with the same formula, charge and spin: 0.000 eV. The net charge is +3. As for the multiplicity: 2. As for the expectation value of S²: 0.75. The calculation puts the HOMO-LUMO gap (alpha / beta) at 7.11 / 6.05 eV. The max |F| is 0.0134 hartree/bohr. The LUMO energy (alpha / beta) is -8.42 / -9.47 eV.

***

(4)
Here is a 4-piece molecular cluster, C3H14N2O3 overall in a non-equilibrium geometry from the OMol25 dataset. Energies are from ωB97M-V/def2-TZVPD.

Structure (XYZ):
```
22
Properties=species:S:1:pos:R:3:forces:R:3:mulliken_charge:R:1
C -0.519 0.649 -0.800 -3.79 1.95 1.48 -0.246
C -0.282 2.129 -1.099 1.30 -0.29 0.33 -1.212
O 1.829 0.052 -0.416 0.12 0.01 -0.47 -0.651
N -0.898 0.354 0.569 1.46 -2.69 -3.04 -0.147
C 0.115 0.078 1.476 -1.00 1.86 3.33 -0.474
N 1.043 1.103 1.676 1.22 -0.52 -0.62 -0.550
H -1.368 0.315 -1.387 0.14 -0.24 -0.39 0.541
H 0.376 -0.046 -1.042 1.48 -0.41 0.38 0.381
H -1.189 2.693 -0.884 0.02 -0.08 -0.24 0.359
H 0.056 2.238 -2.123 -0.39 0.02 -0.34 0.356
H 0.534 2.560 -0.519 -0.13 -0.05 0.26 0.281
H -1.466 -0.540 0.606 -0.24 0.12 0.11 0.409
H -0.357 -0.216 2.426 0.13 -0.36 -0.16 0.484
H 0.687 -0.839 1.142 -0.71 -0.48 -0.61 0.455
H 1.552 1.010 0.753 0.77 0.97 0.31 0.287
H 1.707 0.851 2.408 -0.28 0.14 0.00 0.312
H 2.560 -0.212 -0.995 -0.31 -0.16 -0.13 0.187
H -0.328 -2.803 -1.888 0.23 -0.67 -0.05 0.262
O -0.626 -1.990 -1.508 -0.09 0.96 0.40 -0.687
H -1.542 -3.066 1.140 -0.11 0.16 -0.11 0.154
H -0.753 -2.100 -0.472 -0.15 -0.75 -0.75 0.386
O -1.131 -2.220 0.938 0.31 0.53 0.32 -0.887
```
Forces are in eV/Å.

As for the energy above the lowest of the compared OMol25 structures with the same formula, charge and spin: 7.390 eV. The calculation puts the HOMO-LUMO gap at 5.25 eV. The max |F| is 0.0877 hartree/bohr. The LUMO energy is -3.70 eV.

***

no.,E (eV)
1,-23282.3890
2,-8833.8303
3,-269808.1069
4,-12453.7684